Density functional theory data (ωB97M-V with the def2-TZVPD basis set) for C21H19ClIrN2O4S as an isolated structure in a non-equilibrium geometry.

Output
highest occupied orbital energy (alpha / beta): -14.357 / -14.465 eV
2S+1: 2
HOMO-LUMO gap (alpha / beta): 7.007 / 5.414 eV
<S²>: 0.7947
LUMO (alpha / beta): -7.350 / -9.051 eV
total charge: +2

Last column: natural (NBO) charge in e.
CARTESIAN COORDINATES (ANGSTROEM)
Ir 0.1735 -0.1111 0.3909  1.387
Cl -6.8495 -1.8254 0.0175  0.192
C -5.1729 -1.7475 0.1968  0.016
C -4.4559 -2.8957 0.6309  -0.164
C -3.1195 -2.8153 0.8216  -0.206
C -2.4004 -1.5997 0.5676  0.453
O -1.1586 -1.5966 0.7668  -0.558
C -3.1380 -0.4382 0.0841  -0.084
C -2.5410 0.8294 -0.2155  0.147
N -1.3077 1.1534 -0.0438  -0.373
C -0.8473 2.4982 -0.0775  0.062
C -1.6317 3.6235 -0.1110  -0.146
C -1.0386 4.8919 -0.2054  -0.187
C 0.3189 5.0367 -0.2613  -0.120
C 1.1580 3.9020 -0.2159  -0.103
C 2.5693 3.9475 -0.2949  -0.059
C 3.2865 2.7845 -0.2801  -0.250
C 2.6195 1.5620 -0.1311  0.118
N 1.3078 1.4967 -0.0136  -0.439
C 0.5613 2.6404 -0.0892  0.231
C -4.5075 -0.5526 -0.0711  -0.170
H -4.9831 -3.8226 0.8130  0.266
H -2.5562 -3.6619 1.1910  0.256
H -3.1982 1.5891 -0.6283  0.218
H -2.7082 3.5374 -0.0453  0.231
H -1.6681 5.7707 -0.2304  0.253
H 0.7629 6.0217 -0.3287  0.248
H 3.0738 4.9021 -0.3805  0.250
H 4.3636 2.7930 -0.3614  0.260
H 3.1549 0.6224 -0.0862  0.238
H -5.0783 0.3054 -0.4048  0.252
O 1.1333 -1.7863 -0.7050  -0.967
S 1.0359 -3.1874 -0.0461  1.216
C 2.7267 -3.7994 0.1378  -0.568
C 2.5352 -5.2887 -0.1023  -0.423
C 1.7506 -5.4128 -1.4117  -0.414
C 0.6436 -4.3475 -1.3992  -0.582
H 3.0666 -3.5365 1.1367  0.262
H 3.3361 -3.3102 -0.6235  0.248
H 1.9805 -5.7303 0.7297  0.221
H 3.4876 -5.8125 -0.1622  0.260
H 1.3358 -6.4119 -1.5206  0.246
H 2.4191 -5.2365 -2.2534  0.230
H -0.3423 -4.7593 -1.1904  0.240
H 0.5919 -3.7553 -2.3118  0.262
O 0.2805 0.6299 2.4798  -0.595
C 1.1006 -0.2907 2.7908  0.646
O 1.5272 -1.0642 1.9027  -0.668
H 1.4249 -0.4038 3.8275  0.168


Density functional theory data (ωB97M-V with the def2-TZVPD basis set) for one molecule with the formula C21H19ClN2O4 in a non-equilibrium geometry.

Output
highest occupied orbital energy: -7.703 eV
structure (SMILES): COc1ccc(C2=NO[C@H](COc3ccc(Cl)c4cccnc34)C2)cc1OC
HOMO-LUMO gap: 7.725 eV
LUMO: 0.022 eV

Last column: natural (NBO) charge in e.
CARTESIAN COORDINATES (ANGSTROEM)
C 5.0449 0.3061 -0.2741  -0.241
O 4.0854 0.5541 -1.2782  -0.496
C 2.8233 0.0648 -1.1872  0.269
C 1.9150 0.6554 -2.0674  -0.242
C 0.5906 0.2900 -2.1025  -0.174
C 0.1242 -0.7060 -1.2455  -0.116
C -1.2835 -1.0252 -1.2032  0.194
N -2.1488 -0.3854 -1.8922  -0.101
O -3.4163 -0.7836 -1.5838  -0.361
C -3.3897 -1.6453 -0.4307  0.042
C -3.9093 -0.8663 0.8130  -0.105
O -2.9358 -0.6188 1.8113  -0.516
C -1.8858 0.2189 1.5978  0.387
C -0.7641 -0.0323 2.3638  -0.277
C 0.4141 0.6956 2.2072  -0.219
C 0.4901 1.6747 1.2527  -0.023
Cl 1.9883 2.5006 1.0082  0.005
C -0.6358 2.0138 0.4764  -0.113
C -0.6327 3.0347 -0.4963  -0.129
C -1.7835 3.3333 -1.1703  -0.253
C -2.9480 2.6183 -0.8489  0.082
N -2.9827 1.6584 0.0287  -0.428
C -1.8595 1.3073 0.6794  0.081
C -1.9283 -2.0888 -0.3314  -0.495
C 1.0282 -1.3271 -0.3841  -0.274
C 2.3642 -0.9614 -0.3368  0.283
O 3.2684 -1.5593 0.5062  -0.524
C 2.8111 -2.5335 1.4093  -0.249
H 5.3614 -0.7384 -0.2621  0.186
H 5.8927 0.9416 -0.5296  0.188
H 4.6694 0.5827 0.7135  0.181
H 2.2953 1.4295 -2.7149  0.227
H -0.1041 0.7688 -2.7723  0.236
H -4.0777 -2.4652 -0.6480  0.204
H -4.3578 0.0656 0.4595  0.242
H -4.6570 -1.4686 1.3336  0.191
H -0.8121 -0.8288 3.0908  0.225
H 1.2723 0.4670 2.8199  0.228
H 0.2855 3.5685 -0.6914  0.231
H -1.8099 4.1028 -1.9255  0.223
H -3.8891 2.8425 -1.3331  0.194
H -1.5684 -2.1103 0.6929  0.238
H -1.7662 -3.0713 -0.7827  0.231
H 0.6717 -2.1093 0.2648  0.219
H 3.6853 -2.8187 1.9933  0.201
H 2.0420 -2.1352 2.0792  0.174
H 2.4226 -3.4162 0.8907  0.177


Density functional theory data (ωB97M-V with the def2-TZVPD basis set) for C21H19ClN6O4PdS as an isolated structure.

Output
highest occupied orbital energy: -7.547 eV
HOMO-LUMO gap: 6.508 eV
LUMO: -1.039 eV

Last column: natural (NBO) charge in e.
CARTESIAN COORDINATES (ANGSTROEM)
Pd -0.2644 0.4360 0.1355  0.738
C 2.4191 5.6336 0.8829  -0.617
C 2.0593 4.8568 2.1412  -0.218
N 0.8051 4.1286 2.0150  -0.570
C 0.6707 2.9613 1.3752  0.328
S -0.9640 2.3193 1.2979  -0.267
N 1.7822 2.4328 0.8693  -0.462
N 1.5342 1.2567 0.2672  -0.186
C 2.4467 0.5869 -0.3689  0.185
C 3.8607 1.0384 -0.5040  -0.679
C 1.9394 -0.6599 -1.0236  0.287
C 2.7483 -1.4856 -1.9185  -0.285
C 2.2152 -2.0716 -2.9867  -0.070
C 0.8476 -1.8354 -3.5704  0.054
C -0.4548 -1.6671 -2.7581  -0.347
N 0.7174 -0.9395 -0.7651  -0.437
H 3.3658 6.1578 1.0208  0.212
H 1.6508 6.3706 0.6467  0.207
H 2.5188 4.9545 0.0373  0.222
H 1.9512 5.5307 2.9914  0.200
H 2.8430 4.1401 2.3829  0.215
H -0.0434 4.5453 2.3578  0.411
H 3.9322 2.0951 -0.2605  0.258
H 4.2173 0.8727 -1.5207  0.234
H 4.5131 0.4850 0.1764  0.234
H 3.7925 -1.6364 -1.6747  0.231
H 2.8446 -2.7303 -3.5714  0.226
H 0.7047 -2.5055 -4.4130  0.215
H -1.2819 -2.2502 -3.1614  0.261
O 0.0521 -5.5205 -0.6598  -0.674
C 0.1489 -4.3135 -1.2589  0.790
O 0.7919 -4.2369 -2.2863  -0.635
C -0.5246 -3.1744 -0.6724  -0.405
C -1.4455 -3.0878 0.3501  0.261
Cl -1.9901 -4.3528 1.3758  0.058
N -1.9869 -1.8835 0.4504  -0.272
N -1.5603 -1.0407 -0.6144  -0.482
C -0.4438 -1.7873 -1.2435  0.271
C -0.4349 -0.2490 -3.3329  0.797
O 0.7230 -0.4404 -4.0371  -0.495
O -1.1040 0.7268 -3.3088  -0.524
C -2.9906 -1.3813 1.3154  0.205
C -4.0466 -0.6724 0.7573  -0.234
C -5.0138 -0.1366 1.5911  -0.186
C -4.9289 -0.3082 2.9663  -0.213
C -3.8611 -1.0037 3.5133  -0.201
C -2.8770 -1.5304 2.6909  -0.241
H -0.4788 -5.4686 0.1457  0.481
H -4.0779 -0.5382 -0.3148  0.246
H -5.8383 0.4195 1.1651  0.218
H -5.6879 0.1135 3.6120  0.216
H -3.7790 -1.1179 4.5861  0.217
H -2.0176 -2.0364 3.1087  0.222


Density functional theory data (ωB97M-V with the def2-TZVPD basis set) for one molecule with the formula C21H19ClO6S in a non-equilibrium geometry.

Output
highest occupied orbital energy: -8.548 eV
structure (SMILES): CO[C@H]1c2ccc(C#Cc3cc(Cl)ccc3OCC(=O)O)cc2S(=O)(=O)C1(C)C
HOMO-LUMO gap: 8.268 eV
LUMO: -0.280 eV

Last column: natural (NBO) charge in e.
CARTESIAN COORDINATES (ANGSTROEM)
C 3.8922 3.9773 3.9757  -0.249
O 3.7667 3.0575 2.8709  -0.549
C 3.0178 1.8686 3.2007  0.072
C 1.7068 1.8602 2.3987  -0.036
C 0.9955 2.9256 1.7771  -0.195
C -0.1622 2.7063 1.0609  -0.160
C -0.6250 1.3828 0.8905  -0.147
C -1.7386 1.0787 0.0854  0.101
C -2.6365 0.7710 -0.6983  -0.031
C -3.4573 0.2431 -1.7164  -0.192
C -4.5552 0.9752 -2.1852  -0.165
C -5.3829 0.4782 -3.2040  -0.065
Cl -6.7120 1.3430 -3.9010  0.018
C -5.1340 -0.7854 -3.6944  -0.206
C -4.0708 -1.5824 -3.2316  -0.271
C -3.2568 -1.0678 -2.2168  0.398
O -2.2173 -1.8225 -1.7614  -0.515
C -1.1058 -1.6190 -2.6839  -0.176
C 0.1549 -2.2597 -2.1915  0.764
O 0.8358 -2.8866 -2.9900  -0.576
O 0.4716 -2.0653 -0.8779  -0.675
C 0.0736 0.3089 1.4724  -0.161
C 1.2549 0.5613 2.2011  -0.238
S 2.5234 -0.6300 2.6650  2.111
O 2.7718 -1.5313 1.5308  -0.941
O 2.1600 -1.3014 3.9171  -0.919
C 3.8811 0.6216 2.8600  -0.250
C 4.6804 0.7990 1.5359  -0.622
C 4.8423 0.2716 3.9968  -0.626
H 2.9160 4.2370 4.3950  0.172
H 4.4521 3.5430 4.8113  0.172
H 4.4072 4.8785 3.6022  0.204
H 2.7311 1.8648 4.2672  0.208
H 1.3422 3.9494 1.9054  0.227
H -0.6949 3.5419 0.6010  0.231
H -4.7590 1.9724 -1.7477  0.234
H -5.7912 -1.0592 -4.5358  0.231
H -3.8773 -2.5802 -3.5986  0.236
H -1.3150 -1.9869 -3.7026  0.215
H -0.9254 -0.5223 -2.7547  0.210
H 1.3156 -2.4939 -0.6829  0.515
H -0.2481 -0.7095 1.2825  0.253
H 5.1270 -0.1409 1.1642  0.240
H 5.4670 1.5397 1.7261  0.233
H 3.9951 1.1345 0.7066  0.229
H 4.3435 0.2063 4.9771  0.231
H 5.5940 1.0519 4.1124  0.225
H 5.3461 -0.7048 3.7851  0.235


Number 1: molecular weight 623.130 g/mol. Number 2: molecular weight 398.846 g/mol. Number 3: molecular weight 593.361 g/mol. Number 4: molecular weight 434.897 g/mol.